Entry 1:
97
Properties=species:S:1:pos:R:3:lowdin_charge:R:1 method="wB97M-V/def2-TZVPD" homo_lumo_gap_ev=6.55 e_lumo_ev=2.355 de_lowest_ev=4.4224 total_charge=-1
C 0.31946 0.56134 -3.97219 -0.14
C -0.41428 -0.81764 -4.56799 -0.24
B -1.46191 -1.29634 -3.34800 -0.46
O -2.88164 -0.89984 -3.26574 -0.08
In -0.46722 -2.62515 -1.73471 0.68
C 1.03863 -1.24082 -0.66734 -0.29
O 0.94805 -1.33330 0.79785 -0.19
C 0.62763 -0.04091 1.42375 -0.31
C -0.48839 -0.07709 2.65318 -0.02
O 1.17355 1.14365 1.13678 -0.06
O -1.99183 -3.28523 -0.42624 -0.36
N -3.16353 -2.66175 -0.76021 -0.13
O -3.13907 -1.58135 -0.16410 -0.13
H 0.69075 1.27693 -4.83160 0.07
H -0.48484 1.14332 -3.30918 0.09
H 1.19856 0.29617 -3.22534 0.08
H -0.97567 -0.60977 -5.57306 0.09
H 0.46126 -1.61089 -4.72212 0.09
H -2.90114 -0.03570 -2.72451 0.11
H 0.31416 -4.02021 -2.55133 -0.09
H 2.10666 -1.60774 -1.05437 0.06
H 0.89940 -0.16151 -1.10623 0.05
H -1.57449 0.19331 2.31164 0.08
H -0.09715 0.68931 3.45912 0.09
H -0.45643 -1.14385 3.17125 0.10
C 5.05859 -0.14192 2.10990 -0.10
O 5.81514 -0.59530 0.99607 -0.19
C 7.16017 -0.96072 1.33016 -0.21
C 7.34861 -2.48607 1.26437 -0.21
N 6.64185 -3.16588 2.35185 -0.06
C 6.52673 -4.61685 2.17688 -0.20
C 5.77954 -5.13385 0.92925 -0.22
O 4.37412 -4.87346 0.93747 -0.18
C 4.01368 -3.56339 0.52477 -0.09
H 4.13696 0.31359 1.73027 0.09
H 4.77073 -0.98104 2.75155 0.07
H 5.60144 0.60445 2.69199 0.08
H 7.46563 -0.56471 2.30392 0.12
H 7.80197 -0.50127 0.57032 0.12
H 8.41806 -2.72002 1.32487 0.12
H 6.98319 -2.81428 0.28552 0.10
H 5.70427 -2.78192 2.42964 0.07
H 6.00575 -4.99718 3.06189 0.12
H 7.53404 -5.05315 2.19579 0.11
H 5.87482 -6.22625 0.92911 0.12
H 6.23180 -4.79824 -0.00903 0.11
H 4.67810 -3.17256 -0.25167 0.09
H 3.98306 -2.89260 1.38763 0.07
H 3.00004 -3.60497 0.11747 0.08
C -2.61958 7.03531 -4.06891 -0.11
O -1.66332 7.28087 -5.09058 -0.20
C -0.59492 8.14232 -4.67747 -0.20
C 0.71854 7.35606 -4.52524 -0.21
N 0.67993 6.45670 -3.37030 -0.06
C 1.76277 5.46881 -3.34362 -0.19
C 1.86298 4.47939 -4.52394 -0.21
O 0.79685 3.52926 -4.58494 -0.22
C -0.39465 4.01612 -5.18479 -0.09
H -3.49288 6.56000 -4.52981 0.09
H -2.22152 6.33938 -3.32328 0.07
H -2.94118 7.95846 -3.58422 0.08
H -0.83761 8.69072 -3.76167 0.12
H -0.46505 8.87806 -5.47883 0.12
H 1.54943 8.06171 -4.40774 0.12
H 0.87221 6.80134 -5.45695 0.10
H -0.20429 5.95600 -3.36877 0.07
H 1.62973 4.88517 -2.42657 0.12
H 2.71854 5.99915 -3.24049 0.11
H 2.77345 3.88815 -4.36935 0.12
H 1.99538 4.97791 -5.48908 0.11
H -0.19532 4.72674 -5.99248 0.09
H -1.04399 4.45937 -4.42498 0.07
H -0.93325 3.16306 -5.60583 0.09
C -7.36340 -3.55858 6.03241 -0.12
O -5.94862 -3.53966 6.16122 -0.20
C -5.28314 -4.45710 5.28391 -0.20
C -4.54929 -3.70821 4.15823 -0.20
N -5.48688 -3.10881 3.20646 -0.05
C -4.87560 -2.13803 2.29372 -0.19
C -4.20016 -0.89566 2.91216 -0.21
O -5.10930 0.02454 3.52026 -0.18
C -5.51210 -0.32551 4.83622 -0.11
H -7.78755 -3.00177 6.87565 0.09
H -7.67667 -3.05278 5.11331 0.07
H -7.75880 -4.57534 6.05271 0.08
H -5.96642 -5.21069 4.87950 0.12
H -4.53742 -4.97986 5.89300 0.12
H -3.89245 -4.40811 3.62830 0.13
H -3.92231 -2.94615 4.63317 0.10
H -6.22565 -2.63705 3.72047 0.06
H -5.67315 -1.79047 1.62856 0.12
H -4.14739 -2.66221 1.66100 0.09
H -3.73147 -0.34327 2.08899 0.10
H -3.38626 -1.14914 3.59835 0.10
H -4.71535 -0.82123 5.39882 0.09
H -6.41127 -0.94655 4.80137 0.07
H -5.78039 0.59422 5.36272 0.08

***

Entry 2:
56
Properties=species:S:1:pos:R:3:mulliken_spin:R:1 method="wB97M-V/def2-TZVPD" homo_lumo_gap_ev="6.81 / 8.44" multiplicity=5 e_lumo_ev="-7.994 / -6.493" de_lowest_ev=0.7363 s_squared=6.1412 total_charge=+2
Mn 0.64474 -0.37868 -0.55869 4.14
N 0.10260 -6.11060 -1.05274 0.00
C -0.95662 -5.59561 -1.71301 0.00
O -1.73027 -6.26106 -2.35952 0.00
C -1.17987 -4.09450 -1.63386 0.02
C -2.28342 -3.60181 -2.33071 0.01
C -2.60207 -2.25732 -2.25056 -0.01
C -1.79452 -1.42606 -1.49894 0.01
N -0.69553 -1.88535 -0.86891 0.01
C -0.40835 -3.19957 -0.92190 -0.03
H 0.22021 -7.11112 -1.08191 0.00
H 0.73182 -5.58240 -0.48030 0.00
H -2.88074 -4.29824 -2.90517 0.00
H -3.47045 -1.85376 -2.75062 0.00
H -2.04447 -0.37800 -1.36551 -0.03
H 0.45584 -3.50749 -0.34719 0.02
O -2.16920 1.75280 -0.88802 0.00
C -1.02923 2.19692 -1.04410 0.00
O 0.05627 1.54000 -1.00499 0.04
C -0.90643 3.71843 -1.31690 0.00
N -2.29602 4.28335 -1.22726 0.00
C -2.65873 4.87877 -2.55755 0.00
C -1.30972 5.21365 -3.17754 0.00
C -0.42954 4.03675 -2.74406 0.00
H -0.26581 4.17192 -0.56375 0.00
H -2.39132 4.96290 -0.47707 0.00
H -2.86247 3.43271 -0.99905 0.00
H -3.31562 5.73343 -2.42441 0.00
H -3.18159 4.11889 -3.13557 0.00
H -0.92406 6.15173 -2.77534 0.00
H -1.37082 5.30728 -4.25902 0.00
H 0.62965 4.27793 -2.76869 0.00
H -0.59932 3.17959 -3.39822 0.00
C 0.76626 -2.26613 4.95010 0.01
Si 0.78813 -0.46765 4.40170 -0.01
C 2.37395 0.40388 4.91578 0.01
C -0.74735 0.48134 4.92942 0.01
C 0.75793 -0.47996 2.52536 0.26
C 0.72215 -0.49120 1.30503 -0.51
H 0.76547 -2.31779 6.03989 0.00
H 1.64630 -2.79862 4.58674 0.00
H -0.12365 -2.78079 4.58495 0.00
H 2.43913 0.43848 6.00426 0.00
H 2.40052 1.42787 4.54042 0.00
H 3.25202 -0.12289 4.53945 0.00
H -0.82195 0.50387 6.01742 0.00
H -1.65072 0.01325 4.53540 0.00
H -0.70948 1.51079 4.56988 0.00
S 4.88795 0.44635 -1.87886 0.01
C 4.84197 -1.15049 -1.26485 0.00
C 3.60847 -1.43992 -0.79206 0.02
N 2.70401 -0.40870 -0.91694 0.01
C 3.25768 0.64979 -1.47474 0.02
H 5.71355 -1.78453 -1.28003 0.00
H 3.31113 -2.36172 -0.31760 0.00
H 2.73157 1.57925 -1.63965 -0.01

***

Entry 3:
28
Properties=species:S:1:pos:R:3:nbo_charge:R:1 method="wB97M-V/def2-TZVPD" homo_lumo_gap_ev=10.07 e_lumo_ev=-7.611 de_lowest_ev=1.6004 total_charge=+2
C -1.32562 1.74278 1.84526 -0.66
C -0.13599 1.41223 0.96726 -0.06
C -0.23024 0.01416 0.41734 -0.51
C 0.98464 -0.58462 -0.19246 0.13
C 2.28354 -0.35618 -0.14111 -0.36
C 0.75677 -3.05975 -0.40255 0.16
N 0.57903 -1.87854 -0.81452 -0.42
N -0.02232 2.56054 -0.00356 -0.68
H -1.50639 1.00283 2.65993 0.27
H -1.36311 2.70540 2.35185 0.26
H -2.25540 1.72657 1.24868 0.22
H 0.74330 1.32379 1.62163 0.24
H -0.70506 -0.61598 1.18515 0.32
H -1.01023 -0.21442 -0.34562 0.25
H 2.85242 0.44490 0.33213 0.25
H 3.08482 -0.85603 -0.68346 0.26
H 0.69512 -3.89183 -1.08218 0.25
H 1.24536 -3.33645 0.53953 0.24
H 0.21629 -1.63974 -1.75343 0.46
H 0.42910 2.35287 -0.90929 0.45
H 0.59903 3.22445 0.46660 0.46
H -0.94146 2.98427 -0.17863 0.46
H 1.76294 0.69023 -3.88167 0.50
H 0.37955 0.12321 -4.24703 0.49
O 1.04712 0.12912 -3.55991 -0.98
H -3.34857 -1.57865 1.13561 0.51
H -2.33198 -2.50348 2.08754 0.51
O -2.48265 -1.92166 1.33694 -1.01

***

Entry 4:
40
Properties=species:S:1:pos:R:3:nbo_charge:R:1 method="wB97M-V/def2-TZVPD" smiles="O[C@@H](CP)C(F)(F)F.C[C@@H]1COC(=O)O1.C[C@@H]1COC(=O)O1" homo_lumo_gap_ev=9.64 e_lumo_ev=0.646 total_charge=0
O -2.64387 -2.06065 0.82263 -0.69
C -2.63695 -0.92519 -0.00907 0.02
C -1.47220 -0.90514 -0.99649 -0.75
P -1.52766 -1.80101 -2.59059 0.25
C -4.01540 -0.77145 -0.64518 0.95
F -4.90200 -0.29673 0.24599 -0.33
F -3.99390 0.10681 -1.66723 -0.33
F -4.51044 -1.92533 -1.11215 -0.32
H -2.40333 -2.83380 0.30465 0.48
H -2.55922 -0.07103 0.66501 0.20
H -1.22782 0.12415 -1.22830 0.27
H -0.62697 -1.34992 -0.48125 0.28
H -2.59146 -1.24331 -3.30915 -0.01
H -1.97284 -3.10583 -2.32882 -0.01
C 0.63992 0.38475 4.97885 -0.63
C 0.94918 0.18444 3.52039 0.07
C -0.05523 0.76328 2.54669 -0.10
O 0.07298 -0.11956 1.42208 -0.51
C 0.51810 -1.31370 1.87836 0.98
O 0.57300 -2.30361 1.22022 -0.59
O 0.90155 -1.21622 3.16504 -0.49
H 1.43489 -0.01837 5.60382 0.23
H 0.53986 1.44950 5.19110 0.22
H -0.28969 -0.12083 5.24093 0.22
H 1.95469 0.54001 3.27881 0.19
H 0.16141 1.78104 2.23240 0.23
H -1.07889 0.69251 2.92371 0.18
C 3.73352 1.11030 -3.36862 -0.63
C 2.75132 0.94161 -2.24203 0.07
C 1.29505 0.83348 -2.64542 -0.10
O 0.62763 1.37772 -1.49314 -0.50
C 1.47970 2.21746 -0.86711 0.98
O 1.17569 2.93767 0.03090 -0.59
O 2.71685 2.11360 -1.39426 -0.50
H 4.75578 1.12873 -2.99481 0.23
H 3.63616 0.27924 -4.06765 0.23
H 3.54726 2.04535 -3.89739 0.22
H 3.02757 0.09803 -1.60342 0.19
H 0.95837 -0.18567 -2.81931 0.23
H 1.05738 1.45765 -3.51018 0.18

***

Entry 5:
15
Properties=species:S:1:pos:R:3:mulliken_spin:R:1 method="wB97M-V/def2-TZVPD" homo_lumo_gap_ev="5.78 / 7.30" multiplicity=3 e_lumo_ev="0.815 / -2.882" de_lowest_ev=3.6320 s_squared=2.0072 total_charge=0
C 0.83689 -0.73542 -1.58941 0.71
C 0.97783 1.02270 0.36595 0.12
C 0.18582 -0.09679 -0.30633 0.07
C -0.83424 -1.13605 0.50149 0.01
N -0.06080 1.29267 -0.54079 0.08
O 1.17612 0.15086 -2.54361 0.13
O 0.85185 -1.93952 -1.69044 0.89
O -1.64996 -1.81315 -0.32152 0.01
H 0.95854 1.11132 1.44768 0.00
H 1.96437 1.11434 -0.08251 -0.02
H -1.52673 -0.45425 1.16881 0.00
H -0.27591 -1.80760 1.30682 0.00
H -1.03189 1.59837 -0.38559 0.00
H 0.63547 0.91316 -2.22705 0.00
H -1.31087 -2.49517 -1.04841 0.00

***

Entry 6:
29
Properties=species:S:1:pos:R:3:nbo_charge:R:1 method="wB97M-V/def2-TZVPD" smiles="CC(C)(N=[N+]=O)[C@H](O)N1CCCC1" homo_lumo_gap_ev=7.72 e_lumo_ev=-4.430 de_lowest_ev=5.6492 total_charge=+1
C -1.13375 0.47882 1.88367 -0.61
C -1.01251 1.52172 0.71177 0.14
C -0.04396 2.69229 1.06111 -0.64
N -2.40213 2.05327 0.73821 0.03
N -3.44113 1.94323 0.32728 0.63
O -4.51831 2.06518 0.04112 -0.13
C -0.75058 0.95210 -0.71429 0.28
O -2.04298 0.94671 -1.25602 -0.76
N -0.13312 -0.23860 -0.57749 -0.49
C 1.34787 -0.29240 -0.38168 -0.22
C 1.65933 -1.64802 -1.08566 -0.41
C 0.38133 -2.45719 -0.79794 -0.40
C -0.64246 -1.42093 -1.24370 -0.21
H -1.93757 -0.14925 1.76723 0.22
H -0.26100 -0.15988 1.66535 0.26
H -1.18299 0.98369 2.82531 0.24
H 0.09459 3.37608 0.25883 0.24
H -0.29201 3.14558 2.08283 0.25
H 0.98283 2.23810 0.97636 0.25
H -0.09810 1.66790 -1.21465 0.16
H -2.14456 0.58689 -2.17726 0.52
H 1.70596 -0.14621 0.60744 0.19
H 1.81505 0.62607 -0.83462 0.19
H 2.66800 -2.19490 -0.77130 0.24
H 1.66238 -1.45155 -2.12585 0.21
H 0.29476 -3.36151 -1.37803 0.23
H 0.22856 -2.70876 0.27986 0.21
H -0.61905 -1.19947 -2.24443 0.17
H -1.66641 -1.70528 -0.86432 0.21

***

Repeat the third record exactly.
28
Properties=species:S:1:pos:R:3:nbo_charge:R:1 method="wB97M-V/def2-TZVPD" homo_lumo_gap_ev=10.07 e_lumo_ev=-7.611 de_lowest_ev=1.6004 total_charge=+2
C -1.32562 1.74278 1.84526 -0.66
C -0.13599 1.41223 0.96726 -0.06
C -0.23024 0.01416 0.41734 -0.51
C 0.98464 -0.58462 -0.19246 0.13
C 2.28354 -0.35618 -0.14111 -0.36
C 0.75677 -3.05975 -0.40255 0.16
N 0.57903 -1.87854 -0.81452 -0.42
N -0.02232 2.56054 -0.00356 -0.68
H -1.50639 1.00283 2.65993 0.27
H -1.36311 2.70540 2.35185 0.26
H -2.25540 1.72657 1.24868 0.22
H 0.74330 1.32379 1.62163 0.24
H -0.70506 -0.61598 1.18515 0.32
H -1.01023 -0.21442 -0.34562 0.25
H 2.85242 0.44490 0.33213 0.25
H 3.08482 -0.85603 -0.68346 0.26
H 0.69512 -3.89183 -1.08218 0.25
H 1.24536 -3.33645 0.53953 0.24
H 0.21629 -1.63974 -1.75343 0.46
H 0.42910 2.35287 -0.90929 0.45
H 0.59903 3.22445 0.46660 0.46
H -0.94146 2.98427 -0.17863 0.46
H 1.76294 0.69023 -3.88167 0.50
H 0.37955 0.12321 -4.24703 0.49
O 1.04712 0.12912 -3.55991 -0.98
H -3.34857 -1.57865 1.13561 0.51
H -2.33198 -2.50348 2.08754 0.51
O -2.48265 -1.92166 1.33694 -1.01